1.
Density functional theory data (wB97M-V/def2-TZVPD) for a 3-piece molecular cluster, C17H31F2N2O9 overall.

Each line ends with the natural charge from an NBO analysis.
Geometry (Å):
O 4.35125 -1.38997 4.26954  -0.444
C 3.14687 -0.87396 3.91187  0.958
F 2.32081 -0.15907 4.95538  -0.311
N 2.53237 -1.00570 2.53111  -0.586
C 3.17940 -0.08619 1.51953  0.927
O 2.56311 1.10321 1.28702  -0.469
F 4.45250 -0.33661 0.79708  -0.316
C 2.45787 -2.44218 2.06323  -0.073
C 1.23942 -3.23122 2.89280  -0.439
C -0.15328 -3.33069 2.01656  -0.431
C -0.30923 -2.01630 0.99462  -0.074
C -0.68820 -0.64160 1.81623  -0.479
C -2.26729 -0.71446 2.36138  -0.062
O -2.65669 0.64626 2.83882  -0.709
N 0.85316 -1.88224 0.03582  -0.554
C 2.11155 -2.63951 0.47250  -0.279
H 3.44776 -3.02156 2.36091  0.276
H 1.00320 -2.72637 3.92170  0.250
H 1.61613 -4.32915 3.11135  0.258
H -1.11846 -3.43291 2.70377  0.280
H -0.02613 -4.25998 1.28438  0.222
H -1.26412 -2.26495 0.32300  0.246
H -0.56803 0.27354 1.07883  0.230
H -0.04079 -0.47762 2.79881  0.250
H -2.30218 -1.50732 3.25243  0.188
H -2.95334 -1.10314 1.47966  0.189
H -1.80799 1.20518 2.77380  0.477
H 1.03173 -0.87721 -0.20109  0.463
H 0.55409 -2.34733 -0.87030  0.457
H 3.01627 -2.26850 -0.21117  0.277
H 2.00572 -3.80106 0.21828  0.279
C -4.58408 2.15419 0.84037  -0.645
C -5.41087 0.93066 1.19888  -0.065
O -6.77157 1.08636 0.77797  -0.493
C -6.99619 0.92593 -0.54952  0.986
O -6.15898 0.66137 -1.39738  -0.653
O -8.31698 1.14455 -0.78030  -0.491
C -8.67216 1.11216 -2.16078  -0.259
H -5.04587 3.06229 1.24070  0.220
H -3.56922 2.06560 1.23854  0.216
H -4.51544 2.28529 -0.24391  0.222
H -5.42819 0.81571 2.28910  0.201
H -4.98000 0.01369 0.78495  0.173
H -8.34301 0.18183 -2.63485  0.195
H -8.24575 1.97955 -2.67384  0.190
H -9.76182 1.16805 -2.23313  0.202
C 4.12362 3.12275 -1.65788  -0.641
C 4.77366 1.75645 -1.79862  -0.072
O 4.39327 1.12869 -3.02913  -0.514
C 5.00488 1.60308 -4.14237  0.982
O 5.83657 2.49540 -4.18545  -0.628
O 4.50497 0.93259 -5.21292  -0.502
C 4.98806 1.40987 -6.46661  -0.260
H 3.03764 3.04654 -1.77191  0.204
H 4.34921 3.55976 -0.68092  0.222
H 4.47556 3.81322 -2.43050  0.236
H 4.42120 1.10593 -0.98949  0.178
H 5.86331 1.81435 -1.71411  0.201
H 6.08247 1.42366 -6.49244  0.202
H 4.58397 2.40738 -6.66431  0.193
H 4.63429 0.73169 -7.24805  0.199

Calculated values
net charge: +1
Kohn-Sham gap: 7.68 eV
spin multiplicity: 1



2.
Density functional theory data (wB97M-V/def2-TZVPD) for the molecule C17H31F3O.

Each line ends with the natural charge from an NBO analysis.
Geometry (Å):
C -0.99618 6.57183 1.32051  -0.598
C 0.11468 5.75961 1.97543  -0.396
C -0.44766 4.67923 2.89668  -0.394
C 0.62631 3.93595 3.69265  -0.385
C 1.61607 3.13010 2.84968  -0.392
C 0.97238 1.96861 2.09564  -0.393
C 2.01545 1.12612 1.36505  -0.382
C 1.39649 -0.06757 0.64112  -0.392
C 2.45404 -0.88293 -0.10054  -0.384
C 1.91508 -2.18046 -0.70316  -0.394
C 0.89697 -1.94871 -1.81867  -0.403
C 0.59527 -3.21526 -2.62250  -0.393
C 0.02287 -4.37637 -1.80547  -0.404
C -1.26857 -4.06254 -1.04760  -0.400
C -2.42705 -3.67714 -1.96672  -0.531
C -2.90493 -4.81788 -2.80503  0.518
O -2.64677 -5.97811 -2.68501  -0.472
C -3.86409 -4.34424 -3.94525  0.884
F -4.88185 -3.61712 -3.45228  -0.323
F -3.21264 -3.55073 -4.81334  -0.323
F -4.38808 -5.35108 -4.63633  -0.303
H -1.60506 7.06553 2.07504  0.200
H -1.64292 5.92650 0.72959  0.200
H -0.57962 7.33296 0.66461  0.207
H 0.72503 5.30072 1.19601  0.193
H 0.75830 6.42637 2.55423  0.193
H -1.03178 3.96923 2.30868  0.193
H -1.13140 5.15034 3.60791  0.199
H 1.18802 4.66493 4.28255  0.198
H 0.13252 3.25768 4.39344  0.197
H 2.38223 2.72813 3.51806  0.199
H 2.12006 3.78859 2.14045  0.195
H 0.25303 2.35030 1.36919  0.193
H 0.42881 1.33756 2.80331  0.193
H 2.54148 1.75297 0.64087  0.194
H 2.75474 0.76512 2.08440  0.192
H 0.64516 0.29307 -0.06380  0.194
H 0.89201 -0.70722 1.36981  0.191
H 2.89123 -0.27005 -0.89231  0.193
H 3.25476 -1.13339 0.59997  0.199
H 1.46550 -2.77798 0.09209  0.193
H 2.75557 -2.74789 -1.11046  0.200
H -0.02601 -1.54566 -1.40017  0.192
H 1.29629 -1.19964 -2.50693  0.203
H -0.08846 -2.96269 -3.43642  0.195
H 1.52220 -3.56191 -3.08545  0.206
H -0.15900 -5.21586 -2.47891  0.215
H 0.76949 -4.70193 -1.08005  0.208
H -1.55737 -4.94769 -0.47811  0.223
H -1.09668 -3.25019 -0.34162  0.208
H -2.15852 -2.84200 -2.61751  0.241
H -3.28737 -3.34723 -1.37329  0.255

Calculated values
SMILES: CCCCCCCCCCCCCCCC(=O)C(F)(F)F
Kohn-Sham gap: 11.23 eV
spin multiplicity: 1



3.
Density functional theory data (wB97M-V/def2-TZVPD) for the molecule C17H31F3O.

Each line ends with the natural charge from an NBO analysis.
Geometry (Å):
C 3.95959 2.21969 3.66652  -0.610
C 2.94705 2.77524 4.66019  -0.386
C 1.57890 3.07540 4.04467  -0.393
C 0.84506 1.83343 3.51904  -0.403
C 0.95869 1.66362 2.00387  -0.392
C 0.30020 0.37892 1.49536  -0.391
C 1.14640 -0.86214 1.77165  -0.392
C 0.44160 -2.18519 1.46574  -0.389
C 0.10958 -2.40220 -0.01646  -0.398
C -1.32047 -2.00882 -0.38292  -0.395
C -1.60933 -2.23538 -1.86421  -0.382
C -3.02502 -1.79847 -2.23610  -0.408
C -3.29948 -1.81310 -3.74486  -0.392
C -3.02055 -0.48572 -4.45428  -0.394
C -1.53817 -0.11789 -4.54291  -0.534
C -1.01014 0.52484 -3.29794  0.527
O -1.63397 1.03774 -2.41647  -0.484
C 0.55173 0.60287 -3.28156  0.883
F 1.12933 -0.57725 -3.56086  -0.322
F 0.97675 1.46622 -4.22113  -0.321
F 1.03214 1.01201 -2.11128  -0.305
H 4.07600 2.89670 2.82289  0.200
H 3.64528 1.24906 3.29256  0.200
H 4.92955 2.09997 4.14529  0.208
H 2.82083 2.06448 5.48090  0.191
H 3.34295 3.70044 5.08734  0.197
H 1.70080 3.79545 3.23274  0.194
H 0.96864 3.55474 4.81385  0.203
H 1.23445 0.94874 4.02499  0.192
H -0.21582 1.90583 3.77070  0.201
H 2.00600 1.66934 1.70086  0.196
H 0.47532 2.51856 1.52511  0.201
H 0.14860 0.47510 0.41992  0.206
H -0.67862 0.26611 1.96787  0.191
H 2.06588 -0.80300 1.18390  0.193
H 1.43174 -0.87420 2.82611  0.196
H -0.47605 -2.24859 2.05480  0.193
H 1.09811 -2.99191 1.80101  0.203
H 0.81208 -1.83500 -0.63085  0.195
H 0.24433 -3.45816 -0.26440  0.199
H -1.48861 -0.95682 -0.15022  0.206
H -2.02140 -2.59686 0.21445  0.195
H -0.87501 -1.67629 -2.44769  0.175
H -1.47664 -3.29196 -2.11023  0.199
H -3.72711 -2.46979 -1.73729  0.204
H -3.20600 -0.79492 -1.84759  0.212
H -2.71713 -2.60881 -4.21542  0.193
H -4.35419 -2.04468 -3.90643  0.210
H -3.41419 -0.55117 -5.47024  0.212
H -3.55073 0.31713 -3.93933  0.218
H -1.38656 0.62464 -5.33612  0.255
H -0.93243 -0.98797 -4.80556  0.242

Calculated values
SMILES: CCCCCCCCCCCCCCCC(=O)C(F)(F)F
Kohn-Sham gap: 10.97 eV
spin multiplicity: 1



4.
Density functional theory data (wB97M-V/def2-TZVPD) for C17H31F3O2P2Sr as an isolated structure.

Each line ends with the natural charge from an NBO analysis.
Geometry (Å):
P -1.27274 -2.21747 1.89813  1.552
P 2.02279 -2.67611 -0.67787  0.772
C -0.57565 -1.57084 0.32023  -0.758
C 0.17461 -2.37203 -0.75585  -0.710
H 0.05621 -0.73355 0.66665  0.287
H -1.46418 -1.13641 -0.17292  0.278
H -0.26567 -3.37821 -0.84695  0.220
H 0.05922 -1.84303 -1.72058  0.244
C 2.80614 -1.01254 -0.73677  -0.955
H 2.71833 -0.45782 0.20146  0.222
H 2.46588 -0.40560 -1.58548  0.230
H 3.88451 -1.17160 -0.90162  0.251
C 2.21356 -3.08803 -2.46800  -0.931
H 2.07618 -2.21164 -3.12291  0.229
H 1.50236 -3.88327 -2.73191  0.232
H 3.22689 -3.48371 -2.61246  0.239
C -2.21040 -0.77411 2.44919  -0.958
H -2.36035 -0.85470 3.53117  0.250
H -3.18369 -0.76752 1.94384  0.253
H -1.65839 0.15025 2.24919  0.295
C -2.48841 -3.53613 1.89731  -0.966
H -2.23990 -4.29341 1.14809  0.267
H -3.46601 -3.09987 1.68179  0.268
H -2.50478 -3.98805 2.89446  0.265
Sr 0.54860 2.05609 0.04405  1.673
C 0.37811 1.92292 -2.49089  -0.523
C 0.80206 3.16953 -2.16236  -0.530
C -0.04337 4.31631 -1.66931  -0.448
C -1.53284 4.02448 -1.29850  -0.433
C -1.78102 2.91512 -0.30915  -0.559
C -1.88053 1.58302 -0.56983  -0.526
C -1.96189 0.96560 -1.93956  -0.428
C -0.98369 1.55328 -2.99805  -0.436
C -0.04325 -2.46039 3.17130  -0.977
H 1.10495 1.10169 -2.55250  0.170
H 1.87355 3.41855 -2.25542  0.191
H -0.00901 5.12989 -2.41537  0.212
H 0.44464 4.76991 -0.77624  0.166
H -1.89697 4.94086 -0.80059  0.207
H -2.13919 3.94602 -2.21413  0.196
H -2.06454 3.28023 0.68884  0.199
H -2.09717 0.89898 0.26587  0.161
H -2.99821 1.04993 -2.32386  0.177
H -1.78813 -0.12130 -1.86464  0.161
H -0.84895 0.78250 -3.77973  0.192
H -1.45114 2.41465 -3.49390  0.198
H 0.94597 -2.63814 2.74603  0.286
H -0.36769 -3.31502 3.78138  0.249
H 0.01584 -1.56807 3.80519  0.288
F 3.14820 0.82004 4.27417  -0.314
C 3.06229 0.36127 3.00695  0.890
F 4.25089 0.54555 2.38196  -0.309
F 2.82646 -0.97681 3.06105  -0.335
C 1.92439 1.11303 2.26066  0.663
O 2.27662 2.20147 1.72299  -0.737
O 0.76853 0.60422 2.15538  -0.799

Calculated values
Kohn-Sham gap (spin up / spin down): 3.16 / 3.35 eV
spin multiplicity: 1



5.
Density functional theory data (wB97M-V/def2-TZVPD) for C17H31F5MnP2 as an isolated structure.

Each line ends with the Löwdin spin population.
Geometry (Å):
P 3.20635 -4.77958 -0.90962  0.002
P 0.42205 -5.75537 0.64840  0.001
C 3.05652 -6.51341 -0.22557  0.001
C 1.61171 -7.01614 -0.05631  0.000
H 3.62106 -6.53344 0.72157  0.000
H 3.58500 -7.15441 -0.94417  0.000
H 1.17453 -7.36594 -1.00668  0.000
H 1.59233 -7.85536 0.64951  0.000
C 1.02330 -5.95557 2.38088  0.000
H 0.37734 -5.37911 3.05724  0.000
H 2.06654 -5.62740 2.49906  0.000
H 0.95044 -7.02546 2.61273  0.000
C -1.09546 -6.74275 0.78046  0.000
H -0.86663 -7.63785 1.37084  0.000
H -1.45372 -7.02541 -0.21776  0.000
H -1.85756 -6.13699 1.29171  0.000
C 5.00289 -4.64055 -1.13601  0.001
H 5.20884 -3.70919 -1.67997  0.000
H 5.34616 -5.50060 -1.72452  0.000
H 5.50684 -4.62250 -0.16294  0.000
C 2.78359 -5.30868 -2.62679  0.000
H 1.76383 -5.71310 -2.70509  0.000
H 3.50447 -6.09490 -2.88838  0.000
H 2.89982 -4.46264 -3.31594  0.000
Mn 0.18225 -0.62253 -0.05507  4.424
C -0.83614 -2.60640 0.46225  0.065
C 0.12981 -2.49446 1.48273  0.017
C 1.54098 -2.98562 1.54683  0.008
C 2.69256 -2.11490 0.96277  0.032
C 2.41101 -1.56873 -0.39821  0.135
C 1.54107 -2.01375 -1.40059  0.007
C 0.69691 -3.23997 -1.45450  0.008
C -0.76459 -3.21956 -0.90930  0.031
C 0.63292 0.89283 -1.19001  0.059
H -1.86154 -2.45454 0.82466  0.005
H -0.27425 -2.20327 2.46082  0.002
H 1.62810 -3.94312 0.99374  0.000
H 1.76774 -3.23409 2.60540  0.001
H 2.88815 -1.30305 1.69202  0.004
H 3.64031 -2.69747 0.93633  0.010
H 3.11700 -0.78669 -0.72149  0.006
H 1.67419 -1.50877 -2.36282  0.003
H 1.18032 -4.00354 -0.81621  0.000
H 0.71039 -3.64520 -2.48262  0.001
H -1.38924 -2.65910 -1.63909  0.006
H -1.19436 -4.24928 -0.88615  0.008
H -0.27449 1.12429 -1.77538  0.027
H 1.47447 0.62182 -1.83922  0.016
H 0.89306 1.72563 -0.52293  0.011
F 0.06751 0.79197 2.39613  0.024
C -0.88487 0.45793 1.44372  0.061
F -1.82288 -0.37151 2.05613  0.011
C -1.64620 1.71983 1.01734  0.007
F -0.80725 2.75570 0.73796  0.000
F -2.43220 1.49784 -0.07880  0.003
F -2.47963 2.14499 2.01504  0.002

Calculated values
expectation value of S²: 8.7908
Kohn-Sham gap (spin up / spin down): 5.91 / 8.19 eV
spin multiplicity: 6



6.
Density functional theory data (wB97M-V/def2-TZVPD) for a 2-piece molecular cluster, C17H31FO6 overall.

Each line ends with the natural charge from an NBO analysis.
Geometry (Å):
C -3.50953 -3.27847 2.72502  -0.243
O -2.96445 -2.41864 1.74112  -0.570
C -3.39066 -2.68591 0.41276  -0.061
C -3.69339 -1.37375 -0.30694  -0.439
C -2.54614 -0.87196 -1.20381  -0.412
C -1.69105 0.26531 -0.66121  0.223
C -2.49877 1.44793 -0.09097  0.200
C -2.74318 1.43189 1.40355  -0.653
F -1.88570 2.64804 -0.38358  -0.352
O -1.03442 0.83158 -1.85757  -0.502
C 0.24759 1.15529 -1.56346  0.984
O 1.05369 1.59631 -2.37274  -0.590
O 0.48999 0.88856 -0.25039  -0.510
C -0.41808 -0.19253 0.05088  0.073
C -0.40152 -0.62246 1.49177  -0.441
C 0.22046 -1.99796 1.71512  -0.402
C 1.54236 -2.27253 0.96669  -0.440
C 1.47679 -3.59383 0.21838  -0.056
O 0.42867 -3.64049 -0.74141  -0.731
H -3.64460 -4.29092 2.35671  0.174
H -4.45908 -2.87933 3.07918  0.171
H -2.81788 -3.29332 3.55996  0.191
H -4.25077 -3.35207 0.40653  0.176
H -2.59229 -3.21435 -0.11001  0.183
H -4.55153 -1.54750 -0.95064  0.219
H -3.99736 -0.62899 0.41422  0.218
H -2.98376 -0.47118 -2.11304  0.233
H -1.88204 -1.67501 -1.50204  0.219
H -3.45948 1.44493 -0.60764  0.166
H -1.81194 1.67450 1.90748  0.224
H -3.12494 0.48686 1.76562  0.219
H -3.44826 2.21472 1.66263  0.226
H -0.07331 -1.01107 -0.58255  0.180
H 0.13849 0.12488 2.06999  0.227
H -1.40454 -0.63889 1.89954  0.244
H -0.49509 -2.78081 1.49029  0.219
H 0.43193 -2.08263 2.77843  0.209
H 2.33951 -2.38094 1.69941  0.215
H 1.84454 -1.45993 0.31101  0.205
H 1.25913 -4.37189 0.94182  0.174
H 2.42280 -3.81114 -0.27390  0.169
H 0.64794 -3.06232 -1.47037  0.464
C 3.39774 3.79835 -1.16883  -0.433
C 4.25169 4.80879 -1.92980  -0.430
C 5.65813 4.28960 -1.65802  -0.065
O 5.54498 2.87211 -1.52227  -0.544
C 4.16292 2.50786 -1.40767  -0.066
H 2.36793 3.74137 -1.51309  0.235
H 3.39089 4.04186 -0.10324  0.194
H 4.03000 4.75632 -2.99804  0.202
H 4.11154 5.83835 -1.60338  0.212
H 6.05921 4.70093 -0.72458  0.159
H 6.35872 4.51510 -2.46319  0.179
H 3.84792 2.02942 -2.33908  0.177
H 4.04819 1.78996 -0.59466  0.179

Calculated values
SMILES: COCCC[C@]1([C@@H](C)F)OC(=O)O[C@H]1CCCCO.C1CCOC1
Kohn-Sham gap: 9.53 eV
spin multiplicity: 1